This record from the OMol25 dataset describes 2 unconnected molecules or ions with the total composition C17H23BrN4O5 in a non-equilibrium geometry. The level of theory is ωB97M-V/def2-TZVPD.

```
50
Properties=species:S:1:pos:R:3:mulliken_charge:R:1
O 1.2990 6.0213 1.8252 -0.678
O 2.0742 -0.5897 -0.6716 -0.671
O -2.1672 3.9013 0.1133 -0.683
Br -3.9395 -5.6012 1.4214 -0.219
O 3.2916 -2.2174 0.3293 -0.454
O 1.5100 2.0613 -0.8015 -0.594
C 1.8329 4.9225 1.8470 0.899
C 2.5373 -1.7199 -0.6841 0.395
C -1.1735 4.1920 0.7741 0.284
C 0.1433 -3.6818 0.0954 -0.785
C -0.1459 -3.3255 -1.2071 0.750
C -3.6727 -4.1122 -2.5035 -0.798
C -4.1457 -4.6984 -1.3187 -0.331
C -2.3614 -3.6190 -2.5736 -0.475
C -3.3139 -4.7956 -0.1961 -0.138
C -1.5312 -3.7185 -1.4522 0.378
C -2.0126 -4.2983 -0.2836 -0.443
N -0.9913 -4.2648 0.6480 0.007
N -1.2791 4.8205 1.9507 -0.046
N 2.7297 -4.0394 -1.7332 -0.684
N 1.3361 3.8519 1.2336 -0.208
C 3.1124 4.7169 2.6232 -1.271
C -2.5362 5.2074 2.5867 -0.934
C 0.7480 -2.6779 -2.2497 -0.692
C 2.2487 -2.6415 -1.8983 -0.031
C 0.2030 2.4088 -0.3727 -0.783
C 0.2307 3.8121 0.2543 0.409
H 3.3788 -1.4913 0.9664 0.367
H 1.5885 1.0898 -0.8531 0.594
H 1.0890 -3.5436 0.6109 0.474
H -4.3241 -4.0417 -3.3694 0.383
H -5.1608 -5.0799 -1.2674 0.393
H -1.9928 -3.1671 -3.4889 0.395
H -1.0730 -4.6273 1.5972 0.233
H -0.4150 5.1562 2.3580 0.055
H 3.6127 -4.0565 -1.2175 0.290
H 2.0266 -4.6101 -1.2607 0.316
H 1.8915 3.0115 1.2687 0.246
H 3.4397 5.6756 3.0244 0.335
H 3.8774 4.3219 1.9567 0.353
H 2.9317 4.0192 3.4385 0.317
H -2.3572 5.4827 3.6270 0.350
H -3.2433 4.3760 2.5492 0.313
H -2.9653 6.0597 2.0568 0.285
H 0.3913 -1.6594 -2.4351 0.422
H 0.6391 -3.2345 -3.1858 0.392
H 2.7861 -2.1980 -2.7438 0.370
H -0.4802 2.3922 -1.2233 0.375
H -0.1349 1.6869 0.3728 0.395
H 0.4675 4.5228 -0.5377 0.142
```

Its SMILES is N[C@@H](Cc1c[nH]c2c(Br)cccc12)C(=O)O.CNC(=O)[C@H](CO)NC(C)=O. As for the HOMO-LUMO gap: 0.3093 hartree. Its HOMO energy is -8.318 eV. As for the LUMO energy: 0.1 eV. As for the total charge: 0.


This record from the OMol25 dataset describes 8 unconnected molecules or ions with the total composition C17H23Cl21NOS2 in a non-equilibrium geometry. The level of theory is ωB97M-V/def2-TZVPD.

```
65
Properties=species:S:1:pos:R:3:mulliken_charge:R:1
C 1.4272 -1.2843 1.8810 -0.560
C -0.0058 -1.0597 1.2163 0.482
C 0.0384 0.2255 0.3263 -0.284
S 1.2264 0.1319 -1.0780 0.409
N 1.9077 -1.4048 -1.2064 -0.535
S 0.0195 0.2623 -2.8020 -0.018
O -0.9271 -0.9188 2.2844 -0.259
C -2.0252 -1.8514 2.1565 -0.534
C -2.9528 -1.3157 1.0350 0.427
C -3.4972 -0.0184 1.2521 -0.386
C -4.3159 0.5425 0.2504 -0.666
C -4.5656 -0.2242 -0.9120 -0.365
C -4.0305 -1.4990 -1.1391 -0.838
C -3.2020 -2.0623 -0.1301 -0.169
H 1.2944 -1.3381 2.9791 -0.732
H 2.0470 -0.4144 1.5973 0.503
H 1.8058 -2.2475 1.4968 0.304
H -0.2678 -1.9101 0.5512 0.288
H 0.3594 1.0880 0.9442 -0.033
H -0.9441 0.5035 -0.1107 0.306
H 2.7056 -1.4961 -0.5801 0.328
H 1.2247 -2.1490 -1.0773 0.306
H 0.6900 -0.5977 -3.6282 0.263
H -2.5956 -1.9052 3.0992 0.449
H -1.6634 -2.8675 1.9079 0.106
H -3.2488 0.5353 2.1652 0.332
H -4.7407 1.5472 0.3770 0.406
H -5.1963 0.2243 -1.6926 0.413
H -4.2139 -2.0687 -2.0599 0.535
H -2.7204 -3.0456 -0.2325 0.458
C -2.9833 0.1923 -5.8124 -0.134
Cl -3.5967 -0.3806 -4.2598 -0.044
Cl -3.8211 1.6569 -6.3151 -0.108
Cl -1.2372 0.4797 -5.7164 -0.047
H -3.1606 -0.5763 -6.5558 0.333
C 2.1336 3.1772 -5.9953 -0.033
Cl 1.6326 4.1138 -4.5843 -0.124
Cl 3.8789 3.2662 -6.2191 -0.033
Cl 1.6104 1.4921 -5.8358 -0.105
H 1.6541 3.5981 -6.8713 0.323
C -1.2976 -6.3900 3.1859 -0.085
Cl -0.1750 -5.0390 2.9761 -0.071
Cl -2.6800 -5.8949 4.1640 -0.105
Cl -1.8286 -7.0059 1.6195 -0.117
H -0.7774 -7.1851 3.7070 0.374
C -0.2595 -1.2089 5.5645 0.487
Cl -0.6542 -0.6312 7.1830 -0.125
Cl 1.4732 -1.0651 5.2480 -0.173
Cl -0.7730 -2.8840 5.3478 -0.071
H -0.7856 -0.5929 4.8437 -0.107
C 6.9747 1.1663 -7.0871 0.097
Cl 6.2406 0.8614 -8.6632 -0.107
Cl 8.5890 0.4605 -7.0024 -0.119
Cl 7.0331 2.9003 -6.7523 -0.135
H 6.3583 0.6966 -6.3296 0.263
C 2.4124 3.5797 2.4844 0.139
Cl 3.9594 3.9663 3.2274 -0.097
Cl 2.6140 3.2174 0.7626 -0.113
Cl 1.6438 2.2162 3.2989 -0.007
H 1.7652 4.4397 2.5793 0.095
C -0.0112 4.7410 5.7652 0.095
Cl 1.2217 3.5318 6.1524 -0.107
Cl -0.2615 5.8280 7.1290 -0.111
Cl 0.4167 5.6673 4.3207 -0.135
H -0.9426 4.2230 5.5696 0.273
```

As for the HOMO-LUMO gap: 0.2979 hartree. Its HOMO energy is -11.776 eV. As for the LUMO energy: -3.7 eV. As for the total charge: +1.


This record from the OMol25 dataset describes a molecular structure, C17H23ClINOPSSc in a non-equilibrium geometry. The level of theory is ωB97M-V/def2-TZVPD.

```
47
Properties=species:S:1:pos:R:3:mulliken_charge:R:1
C -3.7254 -1.4425 0.2028 -0.740
I -2.3264 -2.3786 -2.0946 -0.094
H -3.0859 -0.5880 -0.0639 0.092
H -3.8699 -1.4567 1.2952 0.357
H -4.7307 -1.3178 -0.2300 0.355
Sc -0.2961 2.0407 -0.9105 0.509
P -2.6993 2.3170 -1.7935 1.170
C -3.8279 1.1303 -2.5884 -0.839
C -3.8342 3.2449 -0.6921 -1.074
H -1.7108 4.2895 -2.8615 0.421
H -3.3813 3.9935 -3.4285 0.372
H -2.0356 2.9891 -4.0392 0.404
C -2.4304 3.5143 -3.1582 -1.271
H -3.2563 3.9644 -0.0978 0.323
H -4.5936 3.7784 -1.2816 0.407
H -4.6411 1.6530 -3.1120 0.384
H -4.2588 0.4502 -1.8449 0.157
H -4.3319 2.5478 -0.0043 0.329
H -3.2664 0.5208 -3.3057 0.299
C -3.2406 -2.7778 -0.2194 0.481
O -3.3337 -3.8603 0.2824 -0.411
Cl -0.3861 3.9682 0.2982 -0.317
N 0.4061 0.5323 0.2616 -0.371
S 1.9250 0.6819 0.9812 0.220
C 1.9480 -0.4654 2.3875 0.721
C 2.1959 0.0639 3.6653 -0.430
C 2.3478 -0.7949 4.7557 -0.600
C 2.2401 -2.1777 4.5837 -0.404
C 1.9723 -2.6994 3.3156 -0.712
C 1.8269 -1.8422 2.2167 -0.170
C 2.9771 -0.2501 -0.1384 0.820
C 2.4557 -1.1517 -1.0570 -0.296
C 3.3311 -1.8632 -1.8864 -0.704
C 4.7103 -1.6243 -1.8237 -0.481
C 5.2200 -0.6870 -0.9152 -0.577
C 4.3547 0.0101 -0.0738 -0.482
H -0.0092 -0.3851 0.4342 0.189
H 2.2585 1.1455 3.7793 0.388
H 2.5483 -0.3846 5.7429 0.400
H 2.3651 -2.8540 5.4315 0.414
H 1.8789 -3.7766 3.1658 0.392
H 1.6187 -2.2419 1.2226 0.305
H 1.3727 -1.2840 -1.1169 0.399
H 2.9239 -2.6045 -2.5741 0.415
H 5.3840 -2.1735 -2.4875 0.413
H 6.2919 -0.4982 -0.8649 0.410
H 4.7189 0.7443 0.6420 0.427
```

As for the HOMO-LUMO gap: 0.2623 hartree. Its HOMO energy is -14.909 eV. As for the LUMO energy: -7.8 eV. As for the total charge: +2.


This record from the OMol25 dataset describes a single C17H23ClN2O5S molecule in a non-equilibrium geometry. The level of theory is ωB97M-V/def2-TZVPD.

```
49
Properties=species:S:1:pos:R:3:mulliken_charge:R:1
O 2.3064 1.6470 -0.9921 -0.548
C 2.3779 1.7414 0.2002 0.729
N 3.5344 1.5223 0.9026 -0.268
S 5.0296 1.3645 0.1381 1.285
O 5.8901 0.8844 1.1635 -0.635
O 5.3722 2.5465 -0.5529 -0.612
O 4.7303 0.2602 -0.9421 -0.426
C 4.0020 -0.8676 -0.6221 0.075
C 3.2002 -1.4123 -1.6186 -0.213
C 2.4462 -2.5403 -1.3552 -0.593
C 2.4908 -3.1137 -0.0926 0.333
C 3.2886 -2.5726 0.9035 -0.698
C 4.0484 -1.4451 0.6386 -0.176
H 4.6865 -1.0170 1.3946 0.502
H 3.3178 -3.0295 1.8800 0.445
Cl 1.5440 -4.5156 0.2420 -0.195
H 1.8214 -2.9695 -2.1223 0.421
H 3.1741 -0.9341 -2.5834 0.428
H 3.5284 1.6707 1.8977 0.313
O 1.3740 2.0329 1.0289 -0.415
C 0.0631 2.1064 0.4544 -1.248
H 0.1675 2.2505 -0.6238 0.553
H -0.4130 2.9786 0.9087 0.272
C -0.7219 0.8317 0.7723 0.612
C -0.1609 -0.3787 0.0280 -0.044
C -0.9557 -1.6139 0.4317 -0.889
C -2.4345 -1.3934 0.1368 -0.635
N -2.9194 -0.2261 0.8506 0.008
C -4.3557 -0.0483 0.7627 -1.021
C -4.8334 0.4321 -0.6131 -0.504
C -4.0988 1.7156 -0.9914 -0.931
C -2.5854 1.5149 -0.8980 -0.465
H -2.2627 0.7963 -1.6513 0.266
H -2.0807 2.4606 -1.0950 0.356
C -2.2280 1.0112 0.5107 -0.514
H -2.5952 1.7640 1.2239 0.564
H -4.3739 2.0248 -2.0021 0.407
H -4.3954 2.5133 -0.3051 0.359
H -4.6381 -0.3395 -1.3601 0.305
H -5.9102 0.6055 -0.5858 0.394
H -4.8348 -0.9954 1.0219 0.441
H -4.6383 0.6923 1.5184 0.415
H -2.5717 -1.3226 -0.9543 0.283
H -3.0124 -2.2525 0.4886 0.446
H -0.6019 -2.4914 -0.1097 0.312
H -0.8274 -1.7939 1.5001 0.321
H -0.2264 -0.2210 -1.0499 0.268
H 0.8945 -0.5139 0.2763 -0.454
H -0.6126 0.6401 1.8458 0.371
```

Its SMILES is O=C(NS(=O)(=O)Oc1ccc(Cl)cc1)OC[C@@H]1CCCN2CCCC[C@H]12. As for the HOMO-LUMO gap: 0.3292 hartree. The energy above the lowest of the compared OMol25 structures with the same formula, charge and spin is 0.499 eV. Its HOMO energy is -8.422 eV. As for the LUMO energy: 0.5 eV. As for the total charge: 0.


> What is the total charge in the second record?

+1